ORCA calculation (wB97M-V/def2-TZVPD) on a 2-piece molecular cluster, C43H51F3IN3OS overall.

Geometry (Å):
1 C 2.044 -2.421 -4.407
2 C 3.073 -1.789 -3.467
3 C 4.343 -1.354 -4.198
4 C 3.333 -2.749 -2.317
5 C 4.370 -3.679 -2.369
6 C 4.385 -4.763 -1.487
7 C 3.394 -4.874 -0.517
8 C 2.351 -3.949 -0.435
9 C 1.186 -4.208 0.515
10 C 1.511 -3.760 1.931
11 C 0.706 -5.662 0.458
12 C 2.391 -2.819 -1.269
13 N 1.324 -1.829 -1.205
14 N 0.130 -2.195 -1.758
15 N -0.754 -1.256 -1.343
16 C -2.150 -1.329 -1.712
17 C -3.095 -1.841 -0.802
18 C -2.637 -2.729 0.351
19 C -2.182 -4.081 -0.186
20 C -3.685 -2.932 1.444
21 C -4.441 -1.572 -1.035
22 C -4.851 -0.989 -2.233
23 C -3.911 -0.677 -3.207
24 C -2.547 -0.837 -2.964
25 C -1.534 -0.477 -4.062
26 C -1.558 1.021 -4.366
27 C -1.753 -1.300 -5.333
28 C -0.159 -0.355 -0.471
29 C -0.939 0.506 0.387
30 C -0.561 0.604 1.748
31 C -1.413 1.214 2.669
32 C -2.582 1.835 2.225
33 C -2.911 1.847 0.864
34 C -2.105 1.192 -0.050
35 C 1.201 -0.621 -0.453
36 C 2.205 0.135 0.144
37 H 1.153 -2.735 -3.845
38 H 1.726 -1.710 -5.180
39 H 2.476 -3.307 -4.898
40 H 2.625 -0.889 -3.029
41 H 5.053 -0.922 -3.482
42 H 4.830 -2.194 -4.716
43 H 4.093 -0.580 -4.939
44 H 5.142 -3.592 -3.132
45 H 5.158 -5.532 -1.565
46 H 3.388 -5.723 0.170
47 H 0.370 -3.582 0.141
48 H 1.809 -2.704 1.923
49 H 0.634 -3.878 2.582
50 H 2.348 -4.349 2.329
51 H 0.247 -5.870 -0.518
52 H 1.537 -6.367 0.583
53 H -0.042 -5.854 1.236
54 H -1.769 -2.224 0.803
55 H -1.443 -3.949 -0.992
56 H -1.733 -4.680 0.620
57 H -3.035 -4.640 -0.607
58 H -4.007 -1.970 1.857
59 H -4.565 -3.455 1.051
60 H -3.253 -3.531 2.256
61 H -5.178 -1.839 -0.280
62 H -5.910 -0.804 -2.414
63 H -4.225 -0.288 -4.175
64 H -0.553 -0.740 -3.647
65 H -1.317 1.593 -3.461
66 H -0.810 1.256 -5.133
67 H -2.556 1.339 -4.705
68 H -1.928 -2.355 -5.080
69 H -2.628 -0.942 -5.893
70 H -0.865 -1.241 -5.978
71 H 0.391 0.162 2.046
72 H -1.164 1.183 3.729
73 H -3.254 2.308 2.944
74 H -3.808 2.368 0.523
75 H -2.342 1.203 -1.115
76 H 1.919 1.069 0.622
77 H 3.220 -0.196 -0.003
78 C 0.791 7.070 2.671
79 C 1.084 5.851 3.529
80 C 2.353 6.159 4.236
81 C -0.150 5.472 4.362
82 C -0.175 4.413 5.289
83 I 1.471 3.765 6.452
84 C -1.383 3.770 5.590
85 C -2.541 4.116 4.902
86 C -2.563 5.302 4.152
87 C -1.388 6.043 4.024
88 O 1.179 4.705 2.613
89 S 2.450 3.551 2.230
90 C 3.415 4.467 1.030
91 F 4.755 4.312 1.256
92 F 3.122 3.970 -0.221
93 F 3.175 5.815 1.005
94 H 0.699 7.964 3.292
95 H 1.594 7.218 1.955
96 H -0.138 6.936 2.104
97 H 2.295 7.155 4.708
98 H 2.595 5.423 5.019
99 H 3.160 6.201 3.490
100 H -1.395 2.992 6.354
101 H -3.430 3.496 4.985
102 H -3.475 5.637 3.663
103 H -1.413 7.051 3.590

Summary:
HOMO energy in Ha: -0.22093
Total charge: 0
LUMO energy in eV: -0.1
M in g/mol: 841.87
Energy above the lowest of the compared OMol25 structures with the same formula, charge and spin in kcal/mol: 0.00
HOMO-LUMO gap in hartree: 0.2174

***

ORCA calculation (wB97M-V/def2-TZVPD) on one molecule with the formula C5H8N2.

Geometry (Å):
1 C 1.529 1.868 0.008
2 C 0.702 0.617 -0.024
3 C 1.160 -0.648 -0.261
4 N 0.086 -1.518 -0.192
5 C -1.047 -0.811 0.105
6 N -2.258 -1.497 0.310
7 C -0.711 0.516 0.201
8 H 1.108 2.651 -0.633
9 H 1.594 2.276 1.024
10 H 2.550 1.669 -0.335
11 H 2.152 -1.005 -0.504
12 H 0.159 -2.518 -0.107
13 H -3.011 -0.844 0.486
14 H -2.513 -2.072 -0.485
15 H -1.396 1.332 0.400

Summary:
HOMO energy in Ha: -0.27199
Total charge: 0
LUMO energy in eV: 1.0
M in g/mol: 96.13
Structure (SMILES): Cc1c[nH]c(N)c1
Energy above the lowest of the compared OMol25 structures with the same formula, charge and spin in kcal/mol: 2.47
HOMO-LUMO gap in hartree: 0.3093

***

ORCA calculation (wB97M-V/def2-TZVPD) on C5H12O as an isolated structure.

Geometry (Å):
1 C 2.625 -0.276 0.537
2 C 1.616 -0.800 -0.490
3 C 0.230 -0.323 -0.191
4 O -0.524 0.008 -1.207
5 C -1.712 0.585 -1.060
6 C -2.591 0.152 0.069
7 H 3.631 -0.656 0.331
8 H 2.352 -0.588 1.551
9 H 2.654 0.818 0.521
10 H 1.653 -1.901 -0.501
11 H 1.888 -0.465 -1.497
12 H -0.261 -0.607 0.736
13 H -0.091 1.572 0.304
14 H -2.145 0.818 -2.027
15 H -0.751 1.834 -0.100
16 H -3.596 0.561 -0.064
17 H -2.221 0.483 1.048
18 H -2.670 -0.948 0.105

Summary:
HOMO energy in Ha: -0.26820
Total charge: 0
LUMO energy in eV: 1.2
M in g/mol: 88.15
Energy above the lowest of the compared OMol25 structures with the same formula, charge and spin in kcal/mol: 98.86
HOMO-LUMO gap in hartree: 0.3107

***

ORCA calculation (wB97M-V/def2-TZVPD) on C49H46AgIN6O3Te as an isolated structure.

Geometry (Å):
1 Ag -0.092 0.273 -0.378
2 C 2.052 -3.317 1.801
3 C 0.657 -2.990 2.251
4 N 0.257 -3.448 3.432
5 C -1.005 -3.175 3.796
6 C -1.903 -2.479 3.020
7 C -3.261 -2.177 3.585
8 O -3.444 -0.774 3.852
9 C -1.505 -1.963 1.748
10 C -2.453 -1.214 0.990
11 N -2.240 -0.417 -0.092
12 C -3.224 0.448 -0.454
13 C -4.313 0.829 0.383
14 C -5.253 1.768 -0.005
15 C -5.184 2.391 -1.245
16 C -4.150 2.022 -2.107
17 C -3.215 1.082 -1.730
18 I -1.727 0.574 -3.117
19 C -0.147 -2.222 1.363
20 O 0.377 -1.822 0.248
21 H 2.514 -3.993 2.520
22 H 2.666 -2.419 1.701
23 H 2.037 -3.776 0.810
24 H -1.311 -3.540 4.773
25 H -3.385 -2.688 4.540
26 H -4.060 -2.523 2.917
27 H -3.003 -0.324 3.117
28 H -3.485 -1.322 1.311
29 H -4.399 0.388 1.367
30 H -6.054 2.021 0.682
31 H -5.921 3.121 -1.551
32 H -4.077 2.470 -3.090
33 N 1.981 0.317 3.051
34 C 3.236 0.194 2.500
35 C 4.287 -0.379 3.231
36 C 5.510 -0.532 2.623
37 C 5.675 -0.112 1.306
38 C 4.594 0.472 0.674
39 N 3.399 0.644 1.251
40 H 1.792 -0.348 3.789
41 H 1.237 0.291 2.367
42 H 4.111 -0.729 4.240
43 H 6.329 -0.993 3.161
44 H 6.613 -0.231 0.783
45 H 4.682 0.838 -0.343
46 N -0.959 1.116 2.391
47 C -1.663 1.771 3.019
48 C -2.526 2.617 3.793
49 C -2.134 3.025 5.066
50 C -2.967 3.851 5.800
51 C -4.181 4.267 5.268
52 C -4.566 3.857 3.999
53 C -3.742 3.031 3.254
54 H -1.188 2.686 5.467
55 H -2.672 4.169 6.792
56 H -4.830 4.911 5.848
57 H -5.514 4.180 3.587
58 H -4.025 2.699 2.262
59 C 4.406 8.022 2.402
60 C 3.785 6.779 1.824
61 C 4.331 6.143 0.726
62 C 3.774 4.987 0.177
63 C 4.448 4.413 -1.034
64 C 2.625 4.457 0.764
65 Te 1.419 2.754 0.146
66 N 1.635 1.504 -1.347
67 C 2.668 1.132 -2.107
68 O 3.776 1.668 -2.207
69 C 2.338 -0.059 -2.968
70 C 1.836 -1.233 -2.419
71 C 1.546 -2.310 -3.248
72 C 1.748 -2.214 -4.616
73 C 2.265 -1.044 -5.161
74 C 2.572 0.027 -4.336
75 C 0.268 4.050 -1.089
76 C 0.972 4.651 -2.130
77 C 0.317 5.455 -3.045
78 C -1.052 5.655 -2.919
79 C -1.747 5.048 -1.889
80 C -1.107 4.231 -0.955
81 C -1.920 3.586 0.127
82 C 2.057 5.074 1.896
83 C 0.806 4.594 2.601
84 C 2.646 6.227 2.395
85 H 5.245 8.360 1.795
86 H 4.772 7.840 3.414
87 H 3.678 8.833 2.458
88 H 5.225 6.549 0.264
89 H 5.523 4.330 -0.861
90 H 4.314 5.084 -1.888
91 H 4.085 3.429 -1.316
92 H 1.673 -1.333 -1.351
93 H 1.146 -3.215 -2.810
94 H 1.505 -3.050 -5.261
95 H 2.428 -0.968 -6.229
96 H 2.989 0.940 -4.743
97 H 2.035 4.472 -2.238
98 H 0.868 5.911 -3.858
99 H -1.579 6.272 -3.635
100 H -2.821 5.177 -1.809
101 H -2.969 3.535 -0.163
102 H -1.850 4.149 1.062
103 H -1.588 2.567 0.321
104 H 0.675 3.512 2.588
105 H -0.083 5.050 2.158
106 H 0.842 4.893 3.648
107 H 2.204 6.699 3.267

Summary:
HOMO energy (spin up / spin down) in Ha: -0.07778 / -0.14619
Total charge: -1
LUMO energy (spin up / spin down) in eV: 2.0 / 2.0
2S+1: 2
M in g/mol: 1129.32
Energy above the lowest of the compared OMol25 structures with the same formula, charge and spin in kcal/mol: 2.50
HOMO-LUMO gap (spin up / spin down) in hartree: 0.1495 / 0.2179

***

ORCA calculation (wB97M-V/def2-TZVPD) on C51H41N3O5PRhS as an isolated structure.

Geometry (Å):
1 Rh 0.654 -0.942 -0.856
2 C 6.082 -3.338 0.735
3 C 4.861 -3.771 0.243
4 C 3.877 -2.849 -0.085
5 C 4.110 -1.488 0.098
6 C 5.332 -1.058 0.612
7 C 6.318 -1.982 0.920
8 P 2.829 -0.305 -0.426
9 C 2.986 1.048 0.779
10 C 2.661 2.364 0.393
11 C 2.456 3.342 1.391
12 C 2.495 3.027 2.709
13 C 2.735 1.633 3.203
14 C 3.078 0.697 2.096
15 C 3.425 0.271 -2.036
16 C 4.708 0.647 -2.340
17 C 5.027 1.058 -3.646
18 C 4.049 1.127 -4.599
19 C 2.713 0.766 -4.311
20 C 1.682 0.885 -5.269
21 C 0.406 0.531 -4.937
22 C 0.106 -0.007 -3.671
23 C 1.076 -0.179 -2.714
24 C 2.400 0.274 -3.015
25 H 6.854 -4.057 0.981
26 H 4.674 -4.829 0.110
27 H 2.922 -3.176 -0.478
28 H 5.505 -0.003 0.781
29 H 7.271 -1.643 1.304
30 H 2.557 2.608 -0.656
31 H 2.239 4.359 1.090
32 H 2.318 3.788 3.460
33 H 3.543 1.644 3.948
34 H 3.339 -0.318 2.377
35 H 5.481 0.625 -1.583
36 H 6.047 1.328 -3.888
37 H 4.284 1.461 -5.603
38 H 1.920 1.272 -6.252
39 H -0.395 0.645 -5.658
40 H -0.914 -0.291 -3.460
41 C 1.181 -4.490 1.992
42 C 0.927 -3.056 1.590
43 O 0.728 -2.838 0.350
44 C 0.955 -2.033 2.548
45 C 0.329 0.826 3.028
46 C 1.467 1.095 4.004
47 C 1.823 0.026 4.986
48 C 1.752 -1.333 4.893
49 C 1.366 -2.228 3.874
50 H 1.006 -5.121 1.124
51 H 0.517 -4.795 2.801
52 H 2.215 -4.615 2.322
53 H 0.263 1.684 2.355
54 H 1.120 1.959 4.586
55 H 2.244 0.419 5.906
56 H 2.091 -1.849 5.788
57 H 1.515 -3.270 4.128
58 O -0.632 2.896 0.462
59 C -0.971 2.273 -0.581
60 O -0.539 1.182 -1.002
61 C -2.050 2.933 -1.415
62 C -2.915 2.162 -2.173
63 C -3.990 2.737 -2.857
64 C -4.130 4.098 -2.761
65 O -5.089 4.901 -3.323
66 C -4.783 6.229 -2.919
67 O -3.632 6.193 -2.087
68 C -3.253 4.875 -2.014
69 C -2.210 4.323 -1.320
70 H -2.748 1.092 -2.209
71 H -4.685 2.142 -3.433
72 H -5.626 6.648 -2.360
73 H -4.582 6.846 -3.800
74 H -1.538 4.911 -0.712
75 S 0.382 -0.542 1.790
76 C -1.043 0.533 3.570
77 N -2.070 1.156 3.033
78 C -3.408 0.587 3.067
79 C -3.643 -0.070 4.420
80 C -2.504 -1.031 4.731
81 N -1.219 -0.375 4.523
82 H -1.823 1.826 2.279
83 H -3.495 -0.148 2.259
84 H -4.126 1.384 2.883
85 H -4.588 -0.612 4.413
86 H -3.691 0.704 5.188
87 H -2.567 -1.913 4.086
88 H -2.561 -1.358 5.769
89 H -0.386 -0.845 4.857
90 N -8.143 -4.164 -4.343
91 C -7.132 -3.817 -3.917
92 C -5.878 -3.383 -3.389
93 C -5.180 -4.182 -2.482
94 C -3.967 -3.760 -1.979
95 C -3.419 -2.532 -2.368
96 C -4.133 -1.733 -3.273
97 C -5.346 -2.152 -3.779
98 C -2.164 -2.083 -1.867
99 C -1.097 -1.650 -1.481
100 H -5.602 -5.132 -2.180
101 H -3.424 -4.376 -1.276
102 H -3.719 -0.779 -3.571
103 H -5.894 -1.535 -4.479

Summary:
HOMO energy (spin up / spin down) in Ha: -0.22365 / -0.28082
Total charge: 0
LUMO energy (spin up / spin down) in eV: 0.1 / -1.7
2S+1: 5
M in g/mol: 941.85
HOMO-LUMO gap (spin up / spin down) in hartree: 0.2257 / 0.2186

***

ORCA calculation (wB97M-V/def2-TZVPD) on a 2-piece molecular cluster, C3H3NO2S2 overall.

Geometry (Å):
1 C -1.043 -1.472 -0.472
2 C 0.568 0.544 0.111
3 C -0.098 1.621 0.282
4 N -2.171 -1.123 -0.295
5 O 2.394 -0.800 -1.039
6 O 2.660 -0.437 1.426
7 S -3.521 -0.472 -0.004
8 S 2.243 0.074 0.124
9 H -0.161 -1.972 -0.472
10 H 0.337 2.554 0.079
11 H -1.208 1.484 0.259

Summary:
HOMO energy (spin up / spin down) in Ha: -0.33022 / -0.32860
Total charge: 0
LUMO energy (spin up / spin down) in eV: -2.3 / -2.4
M in g/mol: 149.20
Structure (SMILES): C=C=S(=O)=O.C#[N+][S-]
Energy above the lowest of the compared OMol25 structures with the same formula, charge and spin in kcal/mol: 145.00
HOMO-LUMO gap (spin up / spin down) in hartree: 0.2445 / 0.2420

***

ORCA calculation (wB97M-V/def2-TZVPD) on C49H70IrO4P3S2Se2 as an isolated structure.

Geometry (Å):
1 Ir 0.339 -0.049 0.164
2 O 0.332 -2.076 -0.034
3 S 1.127 -3.334 0.320
4 C -0.269 -4.492 0.311
5 C -1.042 -4.722 -0.990
6 C -1.693 -3.513 -1.679
7 C -2.879 -2.902 -0.938
8 S -2.982 -1.091 -1.190
9 O -1.559 -0.696 -0.906
10 C -3.159 -1.020 -2.958
11 C -2.050 -0.821 -3.766
12 C -2.231 -0.813 -5.142
13 C -3.496 -0.994 -5.686
14 C -4.598 -1.167 -4.859
15 C -4.434 -1.173 -3.483
16 C 2.008 -3.807 -1.148
17 C 2.940 -4.830 -1.026
18 C 3.631 -5.249 -2.152
19 C 3.398 -4.633 -3.375
20 C 2.482 -3.595 -3.474
21 C 1.778 -3.168 -2.357
22 H -0.894 -4.056 1.095
23 H 0.127 -5.433 0.699
24 H -1.808 -5.459 -0.733
25 H -0.388 -5.213 -1.713
26 H -2.004 -3.818 -2.679
27 H -0.948 -2.734 -1.798
28 H -2.757 -2.966 0.148
29 H -3.843 -3.340 -1.200
30 H -1.084 -0.647 -3.307
31 H -1.383 -0.671 -5.800
32 H -3.626 -0.989 -6.760
33 H -5.584 -1.289 -5.286
34 H -5.290 -1.293 -2.829
35 H 3.124 -5.296 -0.064
36 H 4.352 -6.051 -2.076
37 H 3.937 -4.962 -4.253
38 H 2.311 -3.121 -4.433
39 H 1.076 -2.346 -2.411
40 Se 0.130 -0.412 2.564
41 P 2.306 -0.114 2.742
42 Se 2.701 -0.053 0.580
43 C 3.172 -1.449 3.574
44 C 3.981 -2.335 2.869
45 C 4.632 -3.355 3.548
46 C 4.463 -3.499 4.917
47 C 3.649 -2.618 5.619
48 C 3.010 -1.587 4.954
49 C 2.742 1.406 3.598
50 C 3.920 2.066 3.256
51 C 4.294 3.203 3.952
52 C 3.498 3.677 4.987
53 C 2.324 3.019 5.328
54 C 1.940 1.881 4.633
55 H 4.106 -2.229 1.799
56 H 5.277 -4.035 3.007
57 H 4.971 -4.296 5.443
58 H 3.522 -2.729 6.688
59 H 2.393 -0.891 5.510
60 H 4.539 1.698 2.446
61 H 5.208 3.719 3.689
62 H 3.795 4.564 5.531
63 H 1.707 3.390 6.135
64 H 1.012 1.380 4.884
65 C 2.317 2.696 -2.123
66 P 1.834 1.103 -2.790
67 C 3.355 0.172 -3.000
68 C 1.183 1.386 -4.435
69 O 0.816 0.390 -1.931
70 H 3.088 3.155 -2.744
71 H 2.703 2.550 -1.114
72 H 1.450 3.353 -2.082
73 H 3.985 0.632 -3.762
74 H 3.116 -0.846 -3.301
75 H 3.905 0.137 -2.059
76 H 1.860 2.028 -4.999
77 H 0.206 1.864 -4.364
78 H 1.074 0.436 -4.958
79 O -0.297 1.891 0.313
80 P -1.065 3.137 0.713
81 C -0.195 3.967 2.069
82 C 1.300 4.171 1.728
83 C 1.611 5.632 1.416
84 C 1.342 6.517 2.641
85 C 0.139 6.014 3.455
86 C -0.849 5.272 2.559
87 C -1.122 4.231 -0.742
88 C -1.319 3.440 -2.048
89 C -1.102 4.365 -3.247
90 C -1.923 5.671 -3.144
91 C -2.875 5.645 -1.953
92 C -2.109 5.430 -0.648
93 C -2.752 2.802 1.287
94 C -2.803 1.826 2.490
95 C -3.190 0.421 2.040
96 C -4.617 0.403 1.476
97 C -4.940 1.706 0.725
98 C -3.674 2.329 0.145
99 H -0.262 3.236 2.885
100 H 1.602 3.511 0.911
101 H 1.894 3.870 2.590
102 H 1.003 5.971 0.572
103 H 2.650 5.734 1.100
104 H 1.170 7.545 2.316
105 H 2.229 6.541 3.279
106 H -0.354 6.846 3.958
107 H 0.473 5.330 4.241
108 H -1.125 5.918 1.724
109 H -1.770 5.049 3.102
110 H -0.099 4.629 -0.769
111 H -2.323 3.020 -2.085
112 H -0.640 2.588 -2.075
113 H -1.360 3.828 -4.163
114 H -0.037 4.607 -3.323
115 H -2.483 5.840 -4.063
116 H -1.251 6.526 -3.036
117 H -3.622 4.859 -2.091
118 H -3.429 6.582 -1.891
119 H -2.815 5.314 0.176
120 H -1.540 6.336 -0.432
121 H -3.108 3.779 1.633
122 H -3.550 2.187 3.201
123 H -1.854 1.808 3.030
124 H -3.106 -0.277 2.876
125 H -2.487 0.083 1.275
126 H -5.335 0.258 2.284
127 H -4.732 -0.450 0.804
128 H -5.407 2.428 1.401
129 H -5.666 1.519 -0.067
130 H -3.922 3.170 -0.504
131 H -3.155 1.588 -0.472

Summary:
HOMO energy in Ha: -0.46828
Total charge: +2
LUMO energy in eV: -4.5
M in g/mol: 1230.29
Energy above the lowest of the compared OMol25 structures with the same formula, charge and spin in kcal/mol: 9.20
HOMO-LUMO gap in hartree: 0.3016

***

ORCA calculation (wB97M-V/def2-TZVPD) on one molecule with the formula C4H5NO.

Geometry (Å):
1 C -0.490 -0.605 -0.869
2 C 0.047 -0.740 0.706
3 C 0.904 0.057 1.375
4 C 0.865 1.301 0.649
5 H -0.534 1.361 -1.294
6 H -0.364 -1.522 -1.363
7 H -1.646 -0.743 -0.936
8 H -0.513 -1.556 1.187
9 H 1.303 -0.322 2.214
10 N 0.586 2.277 -0.044
11 O -0.159 0.493 -1.624

Summary:
HOMO energy in Ha: -0.35441
Total charge: 0
LUMO energy in eV: 0.3
M in g/mol: 83.09
Structure (SMILES): N#C/C=C\CO
Energy above the lowest of the compared OMol25 structures with the same formula, charge and spin in kcal/mol: 79.35
HOMO-LUMO gap in hartree: 0.3639

***

Q: Look up the M of the eighth one.
A: 83.09 g/mol